DFT (ωB97M-V/def2-TZVPD) results for C26H49IrN2O2SSi3 as an isolated structure.

Its relative energy (zero: lowest compared OMol25 entry of this formula, charge and spin) is 0.0 kJ/mol. For the calculated total energy, the calculation gives -2650.1297 Eh. The spin multiplicity is 2. Its total charge is +3. The gap between HOMO and LUMO (spin up / spin down) comes out at 0.2357 / 0.2089 hartree. The LUMO energy (spin up / spin down) is -10.7 / -11.4 eV.

Last column: Löwdin charge in e.
Atoms and positions in Å:
Ir  0.348  0.344  0.418  1.391
C  -1.016  2.889  1.734  -0.017
O  0.181  2.162  1.357  -0.436
Si  1.890  2.550  1.502  0.442
C  2.287  4.093  0.586  -0.110
C  2.293  2.629  3.297  -0.121
C  2.194  0.917  0.576  -0.524
Si  3.578  -0.254  1.331  0.468
C  5.096  0.813  1.444  -0.133
C  2.922  -0.716  3.035  -0.161
C  3.872  -1.812  0.364  -0.158
Si  2.318  0.883  -1.451  0.485
C  1.535  -0.825  -1.749  -0.166
C  1.266  2.221  -2.228  -0.167
C  4.080  1.051  -1.978  -0.131
H  -0.887  3.930  1.446  0.113
H  -1.162  2.806  2.809  0.108
H  -1.853  2.467  1.187  0.076
H  1.963  4.966  1.157  0.066
H  1.868  4.149  -0.416  0.032
H  3.377  4.171  0.499  0.067
H  1.971  3.592  3.700  0.066
H  3.373  2.575  3.457  0.054
H  1.831  1.837  3.886  0.044
H  4.919  1.781  1.916  0.035
H  5.576  0.984  0.481  0.042
H  5.819  0.285  2.074  0.069
H  3.510  -0.217  3.808  0.058
H  3.034  -1.790  3.206  0.050
H  1.879  -0.447  3.221  0.010
H  4.333  -1.649  -0.609  0.036
H  2.974  -2.416  0.236  0.017
H  4.576  -2.410  0.951  0.067
H  0.849  -1.237  -0.964  -0.004
H  2.306  -1.594  -1.819  0.054
H  0.952  -0.826  -2.671  0.053
H  0.451  2.606  -1.615  0.024
H  0.825  1.831  -3.149  0.044
H  1.895  3.066  -2.518  0.058
H  4.709  0.213  -1.683  0.036
H  4.525  1.978  -1.614  0.060
H  4.073  1.102  -3.071  0.071
O  -1.344  0.904  -0.606  -0.644
S  -1.940  0.259  -1.925  1.128
C  -2.862  1.545  -2.670  -0.394
C  -2.416  1.964  -3.921  -0.071
C  -3.104  2.981  -4.564  -0.030
C  -4.208  3.558  -3.953  -0.011
C  -4.646  3.124  -2.702  -0.025
C  -3.979  2.104  -2.051  -0.047
C  -3.156  -0.856  -1.276  -0.417
C  -3.772  -0.626  -0.050  -0.114
C  -4.697  -1.555  0.411  -0.038
C  -4.995  -2.680  -0.351  -0.022
C  -4.377  -2.885  -1.578  -0.029
C  -3.442  -1.973  -2.048  -0.070
H  -1.567  1.487  -4.395  0.112
H  -2.786  3.314  -5.543  0.128
H  -4.747  4.348  -4.459  0.130
H  -5.519  3.572  -2.249  0.128
H  -4.332  1.736  -1.096  0.109
H  -3.571  0.279  0.511  0.108
H  -5.206  -1.388  1.351  0.126
H  -5.723  -3.394  0.009  0.130
H  -4.620  -3.757  -2.170  0.131
H  -2.948  -2.135  -2.999  0.129
C  -1.388  -3.643  2.550  -0.017
C  -0.456  -3.475  1.354  -0.593
C  0.702  -4.463  1.421  -0.014
C  -1.208  -3.602  0.037  -0.015
N  0.208  -2.115  1.392  -0.027
N  -0.682  -0.999  1.564  -0.040
H  -1.780  -4.659  2.563  0.111
H  -2.257  -2.980  2.504  0.081
H  -0.864  -3.485  3.496  0.101
H  0.317  -5.480  1.365  0.111
H  1.251  -4.373  2.361  0.099
H  1.390  -4.322  0.587  0.087
H  -1.662  -4.591  -0.027  0.116
H  -0.536  -3.484  -0.814  0.096
H  -2.029  -2.882  -0.044  0.046
H  0.853  -2.096  2.180  0.095
H  -0.837  -0.756  2.546  0.154
H  -1.596  -1.218  1.145  0.093